Entry 1:
# C23H26N

2 unconnected molecules or ions with the total composition C23H26N in a non-equilibrium geometry (ωB97M-V/def2-TZVPD, the Open Molecules 2025 dataset).

Bonds (Å) are listed after each position.
Cartesian coordinates (Å):
1 N -2.00011 0.01298 2.57159  C3 1.452, C4 1.343, C23 1.460
2 C -1.40006 -0.69439 6.12590  C9 1.494, C15 1.570, H39 1.100, H50 1.101
3 C -2.46808 1.38185 2.44672  N1 1.452, C21 1.543, H31 1.103, H46 1.098
4 C -0.70774 -0.31417 2.73037  N1 1.343, C8 1.384, H47 1.098
5 C 1.73152 1.42731 5.74963  C11 1.442, C12 1.420, C16 1.419
6 C -4.36724 -0.21313 2.38912  C21 1.538, C23 1.539, H27 1.092, H48 1.095
7 C 1.70913 0.29244 2.75845  C8 1.453, C19 1.412, C22 1.415
8 C 0.30831 0.58217 3.01368  C4 1.384, C7 1.453, H30 1.094
9 C -0.26303 -1.64235 5.92685  C2 1.494, C10 1.382, H33 1.090
10 C 0.92538 -0.97234 5.70527  C9 1.382, C11 1.420, H44 1.090
11 C 0.70030 0.42719 5.62264  C5 1.442, C10 1.420, C15 1.499
12 C 3.09422 1.05099 5.88346  C5 1.420, C17 1.390, H26 1.091
13 C 3.76628 3.37400 5.87444  C17 1.399, C24 1.399, H32 1.092
14 C 3.56782 -1.28266 2.80935  C19 1.394, C20 1.399, H29 1.093
15 C -0.73481 0.71623 5.94702  C2 1.570, C11 1.499, H34 1.105, H45 1.098
16 C 1.41673 2.81083 5.74399  C5 1.419, C24 1.391, H41 1.096
17 C 4.09412 2.01535 5.93069  C12 1.390, C13 1.399, H40 1.091
18 C 3.99786 1.07275 2.45597  C20 1.401, C22 1.389, H38 1.094
19 C 2.19702 -1.03117 2.82048  C7 1.412, C14 1.394, H37 1.093
20 C 4.47504 -0.23237 2.63526  C14 1.399, C18 1.401, H43 1.090
21 C -4.00766 1.28169 2.41198  C3 1.543, C6 1.538, H35 1.094, H49 1.091
22 C 2.63483 1.33360 2.51156  C7 1.415, C18 1.389, H42 1.095
23 C -3.04375 -0.99705 2.42025  N1 1.460, C6 1.539, H25 1.101, H28 1.102
24 C 2.42589 3.76737 5.79100  C13 1.399, C16 1.391, H36 1.092
25 H -3.00814 -1.71945 3.24990  C23 1.101
26 H 3.35244 -0.00740 5.94193  C12 1.091
27 H -4.93140 -0.47064 1.49011  C6 1.092
28 H -2.90763 -1.56493 1.48623  C23 1.102
29 H 3.92463 -2.30760 2.93982  C14 1.093
30 H 0.04307 1.63681 3.13567  C8 1.094
31 H -2.09536 1.84621 1.51820  C3 1.103
32 H 4.55837 4.12524 5.90193  C13 1.092
33 H -0.38235 -2.72340 5.99230  C9 1.090
34 H -0.81906 1.30530 6.87869  C15 1.105
35 H -4.42393 1.76443 3.30071  C21 1.094
36 H 2.15987 4.82637 5.76272  C24 1.092
37 H 1.48593 -1.85374 2.92835  C19 1.093
38 H 4.70015 1.89398 2.28822  C18 1.094
39 H -2.22062 -0.83689 5.40745  C2 1.100
40 H 5.13509 1.69748 6.00832  C17 1.091
41 H 0.36643 3.11968 5.69692  C16 1.096
42 H 2.25515 2.35175 2.37766  C22 1.095
43 H 5.54748 -0.42909 2.63353  C20 1.090
44 H 1.89930 -1.44348 5.57662  C10 1.090
45 H -1.22805 1.30247 5.16019  C15 1.098
46 H -2.12553 2.00993 3.28015  C3 1.098
47 H -0.48540 -1.38595 2.64135  C4 1.098
48 H -4.97431 -0.48203 3.25990  C6 1.095
49 H -4.39757 1.79509 1.53141  C21 1.091
50 H -1.84055 -0.76993 7.13193  C2 1.101

As for the total charge: +1. The HOMO-LUMO gap comes out at 0.18931 Eh. The LUMO energy comes out at -5.03 eV. The value obtained for the electronic energy is -946.49570 Eh. The value obtained for the energy relative to the best compared isomer or geometry (same formula, charge and spin) is 11.5 kcal/mol.



Entry 2:
# C23H26N2O3

A single C23H26N2O3 molecule in a non-equilibrium geometry (ωB97M-V/def2-TZVPD, the Open Molecules 2025 dataset).

Bonds (Å) are listed after each position.
Cartesian coordinates (Å):
1 O 1.13424 -0.11895 1.62059  C6 1.355, C7 1.363
2 O -1.07031 -1.41443 -4.07272  C12 1.426, C22 1.415
3 O 1.47865 -2.65206 -0.17329  C20 1.216
4 N 0.47134 -1.07465 -1.44209  C20 1.356, C24 1.445, C28 1.452
5 N 1.15856 3.42246 0.69589  C8 1.323, C10 1.321
6 C 0.42122 0.44047 2.62849  O1 1.355, C11 1.390, C16 1.406
7 C 0.27183 -0.92790 0.94317  O1 1.363, C19 1.361, C20 1.496
8 C 1.94788 2.68612 -0.06832  N5 1.323, C18 1.384, H33 1.082
9 C -0.71965 -3.10172 -5.66065  C22 1.526, C25 1.527, H32 1.087, H51 1.090
10 C -0.12414 3.10910 0.73607  N5 1.321, C14 1.386, H31 1.082
11 C 0.87916 1.38395 3.54100  C6 1.390, C13 1.392, C23 1.495
12 C -0.24750 -2.38193 -3.42423  O2 1.426, C24 1.536, C25 1.537, H37 1.098
13 C -0.05014 1.85087 4.46608  C11 1.392, C17 1.400, C21 1.499
14 C -0.67644 2.05548 0.02558  C10 1.386, C27 1.390, H42 1.079
15 C -2.15718 -1.72663 1.06399  C19 1.489, H35 1.091, H53 1.089, H54 1.087
16 C -0.89906 -0.04215 2.61475  C6 1.406, C19 1.434, C26 1.392
17 C -1.36352 1.36533 4.46511  C13 1.400, C26 1.376, H34 1.081
18 C 1.50273 1.61050 -0.81722  C8 1.384, C27 1.391, H46 1.079
19 C -0.96844 -0.94542 1.50251  C7 1.361, C15 1.489, C16 1.434
20 C 0.80138 -1.64609 -0.25737  O3 1.216, N4 1.356, C7 1.496
21 C 0.35859 2.89080 5.46481  C13 1.499, H29 1.090, H39 1.087, H44 1.089
22 C -1.03546 -1.62070 -5.47202  O2 1.415, C9 1.526, H36 1.091, H48 1.100
23 C 2.28927 1.87825 3.48373  C11 1.495, H30 1.089, H40 1.087, H50 1.090
24 C 0.90672 -1.71071 -2.66464  N4 1.445, C12 1.536, H41 1.093, H52 1.095
25 C 0.26234 -3.33691 -4.51556  C9 1.527, C12 1.537, H47 1.091, H49 1.087
26 C -1.80625 0.42715 3.56061  C16 1.392, C17 1.376, H43 1.079
27 C 0.15445 1.27235 -0.76646  C14 1.390, C18 1.391, C28 1.506
28 C -0.38157 0.09622 -1.53958  N4 1.452, C27 1.506, H38 1.093, H45 1.095
29 H 1.14147 2.50740 6.11879  C21 1.090
30 H 2.75707 1.83658 4.46574  C23 1.089
31 H -0.73822 3.72589 1.37905  C10 1.082
32 H -0.29750 -3.31806 -6.63866  C9 1.087
33 H 2.99120 2.97368 -0.07485  C8 1.082
34 H -2.05315 1.75095 5.20259  C17 1.081
35 H -2.97713 -1.05924 0.79660  C15 1.091
36 H -2.00318 -1.31954 -5.87643  C22 1.091
37 H -0.87869 -2.91206 -2.69812  C12 1.098
38 H -0.44949 0.35251 -2.60007  C28 1.093
39 H -0.48594 3.19174 6.07896  C21 1.087
40 H 2.86357 1.27251 2.78820  C23 1.087
41 H 1.63485 -2.47334 -2.37733  C24 1.093
42 H -1.73049 1.83647 0.10408  C14 1.079
43 H -2.82503 0.07162 3.57576  C26 1.079
44 H 0.75327 3.76944 4.95652  C21 1.089
45 H -1.39529 -0.14001 -1.19960  C28 1.095
46 H 2.19366 1.03034 -1.40940  C18 1.079
47 H 1.26946 -3.04623 -4.81844  C25 1.091
48 H -0.25015 -0.99794 -5.92607  C22 1.100
49 H 0.28389 -4.36797 -4.17318  C25 1.087
50 H 2.30713 2.91192 3.13810  C23 1.090
51 H -1.62169 -3.69717 -5.51833  C9 1.090
52 H 1.38312 -0.97004 -3.31493  C24 1.095
53 H -2.50167 -2.36770 1.87448  C15 1.089
54 H -1.90977 -2.35054 0.20834  C15 1.087

The SMILES is Cc1ccc2c(C)c(C(=O)N(Cc3ccncc3)C[C@@H]3CCCO3)oc2c1C. The HOMO-LUMO gap comes out at 0.32226 Eh. The LUMO energy comes out at 0.74 eV. The value obtained for the electronic energy is -1227.28454 Eh. The value obtained for the energy relative to the best compared isomer or geometry (same formula, charge and spin) is 53.6 kcal/mol.



Entry 3:
# C23H26N2O3

A single C23H26N2O3 molecule (ωB97M-V/def2-TZVPD, the Open Molecules 2025 dataset).

Bonds (Å) are listed after each position.
Cartesian coordinates (Å):
1 O 3.64847 -3.31901 -0.57554  C12 1.216
2 O 2.12945 0.16089 3.34030  C18 1.406, C27 1.368
3 O 0.66291 1.90588 -1.12730  C10 1.210
4 N 3.11944 -1.28024 0.25805  C12 1.353, C21 1.443, C23 1.453
5 N -1.13008 0.65352 -0.55353  C9 1.436, C10 1.356, H48 1.009
6 C 0.22106 -3.47039 2.69370  C19 1.385, C24 1.382, H37 1.079
7 C -3.67003 2.71205 -2.42427  C11 1.382, C15 1.392, H50 1.079
8 C 0.23629 -1.31510 3.75551  C24 1.385, C27 1.390, H43 1.079
9 C -2.12063 1.67533 -0.74234  N5 1.436, C13 1.511, C15 1.490, C22 1.509
10 C 0.19098 0.84285 -0.79356  O3 1.210, N5 1.356, C20 1.524
11 C -4.19757 2.79139 -3.69947  C7 1.382, C25 1.384, H29 1.080
12 C 3.19473 -2.20142 -0.73038  O1 1.216, N4 1.353, C16 1.516
13 C -2.99219 1.94482 0.46234  C9 1.511, C22 1.493, H30 1.080, H42 1.079
14 C -2.27051 0.90298 -3.11870  C15 1.391, C28 1.383, H34 1.080
15 C -2.69635 1.76616 -2.11405  C7 1.392, C9 1.490, C14 1.391
16 C 2.69442 -1.67384 -2.06107  C12 1.516, C26 1.537, H36 1.092, H40 1.090
17 C 2.07833 -1.97161 2.34225  C19 1.385, C23 1.509, C27 1.403
18 C 1.58916 1.12543 4.20892  O2 1.406, H33 1.095, H46 1.089, H52 1.094
19 C 1.44571 -3.18299 2.11452  C6 1.385, C17 1.385, H38 1.080
20 C 1.03071 -0.41506 -0.60264  C10 1.524, C21 1.533, C26 1.541, H47 1.096
21 C 2.38767 -0.06044 0.01598  N4 1.443, C20 1.533, H32 1.095, H35 1.089
22 C -1.93106 2.92429 0.08323  C9 1.509, C13 1.493, H53 1.078, H54 1.078
23 C 3.37520 -1.66467 1.63544  N4 1.453, C17 1.509, H41 1.092, H44 1.091
24 C -0.37790 -2.53312 3.51388  C6 1.382, C8 1.385, H31 1.080
25 C -3.76424 1.92884 -4.69158  C11 1.384, C28 1.383, H51 1.080
26 C 1.27046 -1.10407 -1.96003  C16 1.537, C20 1.541, H45 1.091, H49 1.093
27 C 1.46260 -1.02171 3.17093  O2 1.368, C8 1.390, C17 1.403
28 C -2.79770 0.98492 -4.39473  C14 1.383, C25 1.383, H39 1.080
29 H -4.95084 3.53371 -3.91965  C11 1.080
30 H -2.82882 1.32987 1.33512  C13 1.080
31 H -1.33176 -2.74305 3.97517  C24 1.080
32 H 2.93285 0.60010 -0.66592  C21 1.095
33 H 0.61842 1.48840 3.85496  C18 1.095
34 H -1.51307 0.16299 -2.90732  C14 1.080
35 H 2.25684 0.46494 0.96117  C21 1.089
36 H 3.38161 -0.88980 -2.38583  C16 1.092
37 H -0.25848 -4.41912 2.50787  C6 1.079
38 H 1.92696 -3.90162 1.46804  C19 1.080
39 H -2.44911 0.30701 -5.16001  C28 1.080
40 H 2.73232 -2.48171 -2.79152  C16 1.090
41 H 4.00342 -2.55739 1.59797  C23 1.092
42 H -4.02750 2.19694 0.29330  C13 1.079
43 H -0.25191 -0.60076 4.39972  C8 1.079
44 H 3.90555 -0.85402 2.13835  C23 1.091
45 H 0.54499 -1.90828 -2.09488  C26 1.091
46 H 2.30022 1.95027 4.20894  C18 1.089
47 H 0.52129 -1.10415 0.08022  C20 1.096
48 H -1.46403 -0.27205 -0.33140  N5 1.009
49 H 1.12674 -0.38203 -2.76741  C26 1.093
50 H -4.02316 3.39874 -1.67001  C7 1.079
51 H -4.17533 1.99386 -5.68775  C25 1.080
52 H 1.48511 0.73777 5.22701  C18 1.094
53 H -1.03913 2.97732 0.68657  C22 1.078
54 H -2.21255 3.86639 -0.35858  C22 1.078

The SMILES is COc1ccccc1CN1C[C@@H](C(=O)NC2(c3ccccc3)CC2)CCC1=O. The HOMO-LUMO gap comes out at 0.33999 Eh. The LUMO energy comes out at 0.52 eV. The value obtained for the electronic energy is -1227.28328 Eh. The value obtained for the energy relative to the best compared isomer or geometry (same formula, charge and spin) is 54.4 kcal/mol.



Entry 4:
# C23H26N2O3S

A single C23H26N2O3S molecule in a non-equilibrium geometry (ωB97M-V/def2-TZVPD, the Open Molecules 2025 dataset).

Bonds (Å) are listed after each position.
Cartesian coordinates (Å):
1 S -0.07086 2.69016 -1.93307  C11 1.817, C19 1.629
2 O -0.10392 -2.01671 -0.35806  C10 1.309, C21 1.448
3 O -0.12853 1.11057 1.48177  C27 1.128
4 O -3.51893 -1.87250 0.95725  C18 1.320
5 N -1.53868 0.98598 -0.30554  C23 1.674, C24 1.243, C27 1.293
6 N -1.53969 -1.33678 1.99998  C8 1.440, C18 1.452, H51 0.997
7 C 4.28335 -0.05384 2.72536  C9 1.399, C14 1.405, C28 1.369
8 C -1.29379 -2.70580 2.37144  N6 1.440, C12 1.593, H41 1.087, H52 1.123
9 C 4.93099 -0.63393 3.82077  C7 1.399, H37 1.223, H45 1.064, H47 1.213
10 C -0.28289 -3.21222 0.14425  O2 1.309, C12 1.417, H30 1.118, H34 1.132
11 C 0.60516 1.87772 -0.45548  S1 1.817, C15 1.330, C27 1.553
12 C -0.01859 -3.16754 1.53571  C8 1.593, C10 1.417, H36 1.135, H42 1.226
13 C 1.24392 -2.44346 -2.29536  C21 1.495, H31 1.061, H38 1.145, H55 1.243
14 C 3.07740 -0.64406 2.31221  C7 1.405, C26 1.485, H49 1.009
15 C 1.93042 1.97265 -0.40529  C11 1.330, C16 1.570, H39 1.043
16 C 2.68023 1.26093 0.77607  C15 1.570, C22 1.285, C26 1.584
17 C -3.09014 0.09627 -1.75245  C24 1.348, C29 1.676, H40 1.168
18 C -2.64102 -0.90706 1.15774  O4 1.320, N6 1.452, C23 1.346
19 C -1.25277 1.72016 -2.49631  S1 1.629, C20 1.347, C24 1.571
20 C -1.65810 1.65829 -3.77908  C19 1.347, C25 1.609, H43 1.048
21 C -0.02247 -1.82893 -1.79113  O2 1.448, C13 1.495, H33 1.025, H48 1.014
22 C 3.70268 1.77942 1.35646  C16 1.285, C28 1.475, H32 1.172
23 C -2.57343 0.40715 0.87649  N5 1.674, C18 1.346, H35 1.123, H44 1.211
24 C -1.97779 0.79697 -1.45246  N5 1.243, C17 1.348, C19 1.571
25 C -2.84698 0.62089 -4.09582  C20 1.609, C29 1.151, H53 0.901
26 C 2.26682 -0.22388 1.14153  C14 1.485, C16 1.584, H46 1.002
27 C -0.48742 1.20036 0.41608  O3 1.128, N5 1.293, C11 1.553
28 C 4.49929 1.27722 2.49108  C7 1.369, C22 1.475, H54 0.940
29 C -3.27557 -0.18554 -3.39446  C17 1.676, C25 1.151, H50 1.036
30 H 0.48959 -3.99326 -0.06325  C10 1.118
31 H 2.10450 -2.00656 -1.85429  C13 1.061
32 H 3.97578 2.88313 1.07263  C22 1.172
33 H -0.84357 -2.32408 -2.15347  C21 1.025
34 H -1.29477 -3.63703 -0.13449  C10 1.132
35 H -2.38831 1.04553 1.78143  C23 1.123
36 H 0.04379 -4.14519 2.10905  C12 1.135
37 H 6.06215 -0.18369 3.93869  C9 1.223
38 H 1.30096 -2.10531 -3.38751  C13 1.145
39 H 2.60639 2.33902 -1.11041  C15 1.043
40 H -3.44404 -0.76710 -1.04999  C17 1.168
41 H -1.24800 -2.51817 3.44131  C8 1.087
42 H 0.79760 -2.44804 2.10065  C12 1.226
43 H -1.12263 2.30335 -4.40851  C20 1.048
44 H -3.56307 0.92390 0.40768  C23 1.211
45 H 4.64874 -0.17498 4.73843  C9 1.064
46 H 1.51558 -0.77156 0.76809  C26 1.002
47 H 4.90333 -1.84602 3.83885  C9 1.213
48 H 0.10759 -0.83327 -1.92879  C21 1.014
49 H 2.84473 -1.59533 2.55631  C14 1.009
50 H -4.21107 -0.59708 -3.56597  C29 1.036
51 H -0.99965 -0.50167 2.06582  N6 0.997
52 H -2.31842 -3.04572 2.06176  C8 1.123
53 H -3.03913 0.82171 -4.95255  C25 0.901
54 H 5.39846 1.52143 2.61228  C28 0.940
55 H 1.15712 -3.67983 -2.38753  C13 1.243

The SMILES is CCOCCCNC(=O)CN1C(=O)/C(=C\c2ccc(C)cc2)Sc2ccccc21. The HOMO-LUMO gap comes out at 0.30466 Eh. The LUMO energy comes out at 0.21 eV. The value obtained for the electronic energy is -1624.86829 Eh. The value obtained for the energy relative to the best compared isomer or geometry (same formula, charge and spin) is 415.5 kcal/mol.